# 1
The following is a quantum chemistry calculation of a 4-piece molecular cluster, C21H33ClNO11 overall at a distorted geometry, from the OMol25 dataset.

XYZ file:
```
67
Properties=species:S:1:pos:R:3
C -0.236 0.025 1.014
C -0.021 -1.190 0.087
C -1.209 -2.176 0.353
C -0.909 -3.468 1.049
O -0.935 -4.569 0.548
Cl -0.553 -3.333 2.811
C -0.140 -0.687 -1.370
C 0.521 -1.591 -2.410
C -0.241 -2.903 -2.621
C 0.499 -0.866 -3.771
N 1.938 -1.819 -2.036
O 2.680 -0.802 -2.284
C 2.187 -2.443 -0.710
C 3.677 -2.249 -0.376
C 1.958 -3.975 -0.763
C 1.390 -1.715 0.401
H -1.272 0.348 1.019
H 0.419 0.835 0.704
H 0.071 -0.233 2.026
H -1.732 -2.459 -0.554
H -1.941 -1.665 0.975
H 0.321 0.292 -1.447
H -1.197 -0.632 -1.618
H 0.169 -3.420 -3.483
H -1.275 -2.660 -2.849
H -0.245 -3.550 -1.752
H 0.670 0.198 -3.651
H 1.211 -1.302 -4.461
H -0.495 -0.996 -4.182
H 3.909 -1.232 -0.084
H 3.955 -2.905 0.443
H 4.291 -2.489 -1.239
H 2.914 -4.484 -0.691
H 1.514 -4.297 -1.696
H 1.370 -4.311 0.081
H 1.415 -2.347 1.282
H 1.988 -0.848 0.655
C -3.431 0.824 -6.675
C -2.622 0.688 -7.949
O -1.606 -0.242 -7.564
C -2.065 -0.970 -6.519
O -1.527 -1.924 -6.072
O -3.223 -0.445 -6.048
H -4.491 0.987 -6.850
H -3.048 1.607 -6.019
H -3.200 0.257 -8.768
H -2.171 1.620 -8.278
C 1.670 2.579 4.541
C 2.861 3.377 4.056
O 3.627 2.386 3.360
C 2.794 1.391 2.979
O 3.090 0.507 2.246
O 1.578 1.544 3.552
H 0.749 3.151 4.579
H 1.844 2.121 5.515
H 2.580 4.161 3.350
H 3.446 3.811 4.861
C -2.915 3.674 5.976
C -3.025 5.173 6.172
O -1.811 5.478 6.867
C -0.908 4.510 6.596
O 0.241 4.554 6.883
O -1.496 3.479 5.943
H -3.364 3.322 5.052
H -3.325 3.110 6.815
H -3.034 5.718 5.227
H -3.883 5.470 6.768
```

Computed properties:
* frontier orbital gap (spin up / spin down): 0.2935 / 0.3366 Ha
* LUMO (spin up / spin down): 0.27 / 0.27 eV
* E_tot: -58845.7840 eV
* 2S+1: 2

---

# 2
The following is a quantum chemistry calculation of C21H33CrN2O4P2 as an isolated structure at a distorted geometry, from the OMol25 dataset.

XYZ file:
```
63
Properties=species:S:1:pos:R:3
C 2.961 -1.458 -2.384
C 2.127 -1.200 -1.283
N 1.193 -0.187 -1.365
C 1.200 0.665 -2.407
C 2.042 0.460 -3.493
C 2.932 -0.616 -3.486
C 2.292 -1.892 -0.033
P 0.918 -1.807 1.099
Cr -0.211 -0.036 0.115
P -0.449 2.182 -0.766
C 0.202 1.808 -2.433
C -1.086 0.243 2.039
C -2.178 -0.542 2.386
C -2.997 -0.172 3.464
C -2.706 0.988 4.199
C -1.557 1.728 3.886
C -0.730 1.343 2.821
O 4.348 -0.386 0.894
O 3.241 1.883 0.450
H 3.625 -2.323 -2.320
H 1.961 1.140 -4.339
H 3.589 -0.797 -4.336
C -0.045 -3.349 1.080
C 1.686 -1.779 2.740
H 0.668 2.718 -2.834
H -0.653 1.554 -3.078
H 3.749 -1.093 0.471
H 2.898 -2.806 -0.045
C -2.012 3.034 -0.972
C 0.711 3.443 -0.189
H -2.405 -1.445 1.816
H -3.873 -0.780 3.713
H -3.368 1.304 5.012
H -1.300 2.615 4.475
H 0.186 1.901 2.603
H 1.579 0.595 0.883
H 3.561 2.494 1.130
H 3.734 0.996 0.612
H 5.248 -0.549 0.566
H 0.949 1.122 0.835
H 0.577 -4.180 1.441
H -0.917 -3.229 1.737
H -0.394 -3.551 0.060
H 2.015 -2.800 2.990
H 2.547 -1.098 2.715
H 0.952 -1.434 3.479
H 0.726 4.265 -0.920
H 0.365 3.819 0.784
H 1.716 2.994 -0.075
H -1.867 4.012 -1.445
H -2.696 2.427 -1.571
H -2.458 3.133 0.024
O -0.606 -2.521 -2.079
C -1.620 -1.846 -1.903
C -2.941 -2.045 -2.629
C -3.928 -1.181 -1.888
C -3.086 -0.370 -0.915
O -3.511 0.528 -0.193
N -1.768 -0.813 -0.984
H -2.817 -1.717 -3.668
H -3.205 -3.106 -2.622
H -4.475 -0.501 -2.546
H -4.642 -1.783 -1.315
```

Computed properties:
* frontier orbital gap (spin up / spin down): 0.2781 / 0.2737 Ha
* LUMO (spin up / spin down): 0.51 / 0.38 eV
* E_tot: -80482.1762 eV
* 2S+1: 4

---

# 3
The following is a quantum chemistry calculation of a 3-piece molecular cluster, C21H33F3N2O4 overall at a distorted geometry, from the OMol25 dataset.

XYZ file:
```
63
Properties=species:S:1:pos:R:3
C 2.631 3.584 -1.380
C 1.067 4.131 -1.308
C 0.404 4.458 -2.771
C -0.208 3.113 -3.543
N -0.109 1.881 -2.671
C -1.384 1.140 -2.334
O -2.672 1.512 -2.570
C -0.801 -0.188 -1.569
C -1.504 -1.325 -0.621
C -3.118 -1.268 -0.325
F -3.619 0.092 -0.008
F -3.786 -1.715 -1.604
F -3.524 -2.300 0.695
C -0.536 -2.523 0.023
C 1.100 -2.627 -0.283
N 1.924 -3.771 0.308
C 1.806 -1.478 -1.272
C 3.411 -1.484 -1.674
C 3.760 -2.834 -2.586
C 5.416 -2.877 -2.706
C 3.178 -2.745 -4.118
C 0.805 -0.324 -1.869
C 1.069 0.955 -2.873
O 2.118 1.147 -3.683
H 2.882 3.368 -2.520
H 3.413 4.371 -0.987
H 2.721 2.535 -0.824
H 1.133 5.176 -0.734
H 0.380 3.453 -0.607
H 1.261 4.922 -3.439
H -0.450 5.291 -2.722
H -1.287 3.381 -3.909
H 0.465 2.996 -4.519
H -1.080 -3.325 0.714
H 1.841 -3.656 1.351
H 2.932 -3.611 0.086
H 3.647 -0.516 -2.331
H 4.069 -1.417 -0.698
H 3.317 -3.805 -2.089
H 5.850 -1.803 -2.917
H 5.864 -3.253 -1.678
H 5.741 -3.603 -3.572
H 4.107 -2.553 -4.829
H 2.442 -1.825 -4.278
H 2.659 -3.759 -4.437
C -4.686 -2.601 3.654
C -4.196 -2.208 5.033
O -2.857 -1.741 4.957
H -4.049 -3.382 3.228
H -5.716 -2.967 3.697
H -4.644 -1.747 2.970
H -4.219 -3.069 5.707
H -4.820 -1.417 5.461
H -2.849 -0.971 4.362
C -2.591 1.839 5.654
C -2.030 3.180 5.226
O -1.939 3.238 3.810
H -1.955 1.024 5.294
H -2.663 1.776 6.743
H -3.586 1.681 5.224
H -1.028 3.325 5.639
H -2.667 4.000 5.571
H -2.836 3.117 3.453
```

Computed properties:
* frontier orbital gap: 0.2739 Ha
* SMILES string: CCCCN1C(=O)c2c(C(F)(F)F)cc(N)c(CC(C)C)c2C1=O.CCO.CCO
* LUMO: -1.53 eV
* E_tot: -41620.2856 eV

---

# 4
The following is a quantum chemistry calculation of C21H33KN6O9S as an isolated structure at a distorted geometry, from the OMol25 dataset.

XYZ file:
```
71
Properties=species:S:1:pos:R:3
K -0.353 0.201 3.615
C -0.044 -0.116 0.590
O -0.462 -0.703 1.799
H 0.972 0.274 0.652
H -0.221 -0.720 -0.299
H -0.625 0.794 0.433
C 1.290 2.830 1.852
N 0.267 2.721 2.951
O 0.394 3.552 3.799
O -0.680 1.981 2.771
H 2.261 2.533 2.249
H 1.259 3.840 1.443
H 1.075 1.984 1.199
C 2.723 -0.674 1.731
N 2.747 -0.065 3.069
O 1.644 0.068 3.661
O 3.742 0.443 3.511
H 3.532 -0.183 1.192
H 1.774 -0.280 1.366
H 2.881 -1.752 1.783
C -0.766 -0.270 -2.261
C -1.233 -1.626 -2.733
O -2.579 -1.668 -2.486
S -2.935 -0.808 -1.058
O -2.723 -1.637 0.095
O -4.070 0.046 -1.173
O -1.589 0.180 -1.249
H -0.854 0.476 -3.052
H 0.306 -0.344 -2.080
H -0.776 -2.436 -2.164
H -0.993 -1.819 -3.778
N 0.970 -3.876 -0.689
C -0.044 -2.936 -0.476
C -1.134 -3.572 0.102
C -0.803 -4.834 0.486
C 0.419 -5.018 -0.105
H 1.867 -3.857 -1.152
H 0.000 -1.885 -0.723
H -2.054 -3.084 0.389
H -1.353 -5.457 1.176
H 1.027 -5.909 -0.137
N -2.080 1.274 1.491
C -3.019 1.611 2.418
C -4.277 1.633 1.879
C -4.087 1.542 0.455
C -2.755 1.294 0.232
H -1.102 1.031 1.554
H -2.752 1.621 3.465
H -5.128 1.743 2.535
H -4.952 1.441 -0.184
H -2.166 1.068 -0.644
N -0.325 1.530 -1.076
C -1.217 2.610 -1.159
C -0.468 3.770 -1.159
C 0.944 3.474 -1.052
C 0.980 2.068 -0.869
H -0.527 0.543 -1.155
H -2.225 2.224 -1.206
H -0.780 4.795 -1.291
H 1.803 4.128 -1.021
H 1.834 1.454 -0.625
N 3.673 -0.503 -2.399
C 2.919 0.439 -1.834
C 1.872 -0.208 -1.300
C 2.032 -1.564 -1.503
C 3.216 -1.774 -2.192
H 4.570 -0.452 -2.860
H 3.218 1.475 -1.893
H 1.003 0.300 -0.908
H 1.291 -2.327 -1.316
H 3.645 -2.634 -2.685
```

Computed properties:
* frontier orbital gap: 0.2297 Ha
* LUMO: -0.66 eV
* E_tot: -76805.9989 eV

---

# 5
The following is a quantum chemistry calculation of C21H33N2O9P3Pd as an isolated structure at a distorted geometry, from the OMol25 dataset.

XYZ file:
```
69
Properties=species:S:1:pos:R:3
Pd 1.009 0.098 0.007
O 4.757 0.757 2.034
P 3.409 0.168 1.401
O 3.058 -1.118 2.056
O 3.384 0.367 -0.076
O 2.299 1.271 2.051
P 1.824 2.716 1.642
O 3.141 3.554 1.353
O 0.882 3.301 2.594
O 1.247 2.560 0.151
H 4.946 0.307 2.860
H 3.526 3.899 2.161
C -3.755 1.385 -0.198
C -2.548 0.519 0.173
C -2.951 -0.958 0.229
C -2.076 0.936 1.571
P -1.046 0.727 -0.930
C -0.877 2.547 -1.113
C -1.598 3.297 -2.000
C -1.365 4.667 -2.226
C -0.274 5.313 -1.592
C 0.443 4.660 -0.655
C 0.031 3.309 -0.177
C -1.329 0.030 -2.659
C -0.999 -1.470 -2.610
C -0.294 0.690 -3.579
C -2.722 0.171 -3.284
H -4.539 1.234 0.548
H -4.179 1.134 -1.168
H -3.507 2.445 -0.196
H -3.673 -1.094 1.038
H -2.100 -1.611 0.440
H -3.420 -1.303 -0.690
H -2.874 0.729 2.288
H -1.849 2.003 1.631
H -1.184 0.387 1.891
H -2.364 2.824 -2.594
H -1.963 5.196 -2.953
H -0.006 6.322 -1.876
H 1.290 5.114 -0.159
H -0.501 3.441 0.780
H 0.017 -1.650 -2.263
H -1.092 -1.862 -3.625
H -1.676 -2.036 -1.973
H 0.708 0.679 -3.142
H -0.545 1.722 -3.817
H -0.258 0.123 -4.512
H -3.497 -0.298 -2.686
H -2.708 -0.347 -4.247
H -3.018 1.196 -3.489
O 1.428 -2.022 3.750
C 1.912 -3.331 3.884
N 0.919 -4.352 3.593
C 0.581 -4.821 2.367
O -0.161 -5.766 2.187
C 1.175 -4.080 1.207
C 2.185 -4.630 0.439
C 2.705 -3.890 -0.611
C 2.183 -2.634 -0.855
N 1.167 -2.125 -0.152
C 0.683 -2.834 0.862
H 2.034 -1.555 3.130
H 2.212 -3.505 4.919
H 2.784 -3.470 3.241
H 0.431 -4.796 4.357
H 2.573 -5.613 0.674
H 3.518 -4.261 -1.217
H 2.590 -1.996 -1.630
H -0.105 -2.373 1.448
```

Computed properties:
* frontier orbital gap (spin up / spin down): 0.2997 / 0.2769 Ha
* LUMO (spin up / spin down): 0.48 / -1.29 eV
* E_tot: -75073.2940 eV
* 2S+1: 3
* ΔE to the lowest compared entry with this formula, charge and spin: 1.667 eV

---

# 6
The following is a quantum chemistry calculation of C21H34AlBF7NO5 as an isolated structure at a distorted geometry, from the OMol25 dataset.

XYZ file:
```
70
Properties=species:S:1:pos:R:3
C -3.308 -4.505 -0.442
C -2.511 -3.447 -0.726
Al -2.992 -2.255 -2.309
C -4.572 -3.157 -3.206
O -4.414 -4.024 -4.116
O -5.701 -2.787 -2.766
O -1.517 -1.748 -3.272
C -1.163 -0.496 -2.740
C -0.559 -0.733 -1.320
C 0.755 0.000 -1.036
C 1.328 -0.441 0.317
C 2.724 0.108 0.593
C 3.320 -0.487 1.871
C 4.765 0.004 2.145
C 4.885 0.916 3.381
C 5.590 0.261 4.581
C 5.037 0.759 5.917
C 5.855 0.297 7.124
C 5.463 1.045 8.417
C -2.513 0.279 -2.754
B -2.857 0.409 -4.355
O -1.839 0.284 -5.317
N -4.215 0.693 -4.802
C -5.027 -0.546 -4.980
C -4.266 1.558 -5.967
C -2.410 1.742 -2.305
F -2.115 2.515 -3.419
F -1.385 1.985 -1.441
C -3.700 2.368 -1.689
F -3.680 3.715 -1.949
F -4.813 1.887 -2.224
C -3.840 2.273 -0.142
F -4.006 1.033 0.288
F -2.819 2.853 0.504
F -4.955 2.969 0.199
O -3.427 -0.482 -2.030
H -2.955 -5.540 -0.483
H -4.359 -4.328 -0.229
H -1.565 -3.308 -0.184
H -0.353 0.008 -3.284
H -0.312 -1.795 -1.277
H -1.277 -0.535 -0.520
H 0.595 1.077 -0.959
H 1.483 -0.195 -1.830
H 1.348 -1.534 0.353
H 0.649 -0.076 1.093
H 3.407 -0.134 -0.226
H 2.669 1.194 0.726
H 3.343 -1.574 1.759
H 2.692 -0.262 2.736
H 5.061 0.592 1.273
H 5.450 -0.842 2.220
H 3.899 1.260 3.705
H 5.445 1.814 3.108
H 5.481 -0.826 4.556
H 6.651 0.527 4.552
H 4.010 0.394 6.017
H 4.982 1.853 5.920
H 5.664 -0.766 7.286
H 6.913 0.442 6.902
H 6.324 1.562 8.845
H 5.076 0.371 9.180
H 4.710 1.803 8.202
H -1.556 1.145 -5.634
H -5.621 -0.451 -5.889
H -4.402 -1.440 -5.033
H -5.660 -0.707 -4.109
H -3.838 2.535 -5.718
H -3.759 1.155 -6.859
H -5.313 1.738 -6.228
```

Computed properties:
* frontier orbital gap: 0.1076 Ha
* LUMO: 3.40 eV
* E_tot: -60354.0652 eV
* total charge: -2

---

# 7
The following is a quantum chemistry calculation of C21H34AsCrN5O2S as an isolated structure at a distorted geometry, from the OMol25 dataset.

XYZ file:
```
65
Properties=species:S:1:pos:R:3
Cr -0.030 -0.910 0.046
C 0.572 -4.968 0.542
C -0.606 -4.550 -0.289
C -1.451 -5.460 -0.901
C -2.513 -4.933 -1.618
N -2.748 -3.633 -1.741
C -1.878 -2.812 -1.131
S -2.075 -1.094 -1.222
N -0.813 -3.242 -0.412
H 0.611 -6.049 0.668
H 0.514 -4.493 1.523
H 1.498 -4.629 0.076
H -1.291 -6.526 -0.821
H -3.219 -5.590 -2.118
C 1.297 3.893 -2.877
C 0.590 3.905 -1.521
As -0.240 2.156 -1.201
C -1.743 2.266 -2.466
C -2.418 3.623 -2.645
C -1.210 2.554 0.494
C -1.327 4.010 0.943
H 1.778 4.851 -3.085
H 0.599 3.682 -3.690
H 2.066 3.117 -2.906
H -0.149 4.702 -1.465
H 1.313 4.069 -0.721
H -2.462 1.527 -2.112
H -1.361 1.884 -3.414
H -2.810 4.005 -1.701
H -3.259 3.538 -3.337
H -1.736 4.370 -3.053
H -0.689 1.982 1.265
H -2.197 2.097 0.391
H -0.346 4.473 1.060
H -1.840 4.079 1.906
H -1.889 4.613 0.229
C 3.638 -0.039 -4.201
N 3.257 -0.360 -2.830
C 4.180 -0.516 -1.849
C 3.843 -0.762 -0.568
C 2.441 -0.856 -0.288
O 1.939 -0.991 0.878
N 1.539 -0.778 -1.282
C 1.871 -0.462 -2.568
O 1.088 -0.247 -3.469
H 4.715 0.108 -4.238
H 3.126 0.863 -4.526
H 3.350 -0.844 -4.874
H 5.212 -0.419 -2.159
H 4.577 -0.864 0.215
C -2.212 -1.278 4.992
C -0.904 -0.727 4.422
C -0.770 0.778 4.722
C 0.311 -1.489 4.972
C -0.892 -0.863 2.956
N -0.856 -0.930 1.817
H -2.223 -1.107 6.069
H -2.300 -2.349 4.810
H -3.077 -0.780 4.553
H -0.701 0.917 5.801
H -1.634 1.328 4.349
H 0.128 1.187 4.257
H 0.414 -1.264 6.034
H 1.225 -1.194 4.457
H 0.181 -2.566 4.854
```

Computed properties:
* frontier orbital gap (spin up / spin down): 0.2746 / 0.2869 Ha
* LUMO (spin up / spin down): 0.40 / 0.40 eV
* E_tot: -133972.0828 eV
* 2S+1: 5